Entry from the Open Molecules 2025 dataset: a molecular structure, C50H87N5O5 in a non-equilibrium geometry (ωB97M-V/def2-TZVPD).

Each line ends with the Löwdin charge.
Geometry (Å):
C (4.5063, 1.1834, 1.7036)  -0.1338
C (5.5149, 2.1450, 2.4854)  -0.2503
C (5.5002, 3.6748, 2.0141)  -0.2163
C (4.0930, 4.2086, 1.4796)  -0.2348
C (2.9206, 4.2135, 2.5638)  -0.2046
C (1.5104, 4.7090, 1.9331)  -0.1913
C (1.0348, 3.6541, 0.8061)  -0.2033
C (1.1950, 4.2599, -0.6655)  -0.2170
C (0.8776, 3.2144, -1.8456)  -0.2076
C (1.7047, 1.8404, -1.7339)  -0.2097
C (0.7769, 0.5528, -1.4235)  -0.1853
C (1.1992, -0.2388, -0.0924)  -0.1922
C (-0.0673, -0.5760, 0.8782)  -0.1847
C (-0.8129, -1.9406, 0.4853)  -0.1982
C (-2.3575, -1.7830, 0.0994)  -0.2077
C (-3.1867, -0.7864, 1.0279)  -0.2204
C (-3.3740, -1.3265, 2.5453)  -0.1730
C (-4.5593, -0.5001, 3.2748)  -0.1180
C (-4.0446, 0.9539, 3.6402)  -0.0372
C (-4.7388, 2.1626, 3.3733)  -0.0206
C (-6.1609, 2.3536, 2.7014)  -0.1341
C (-6.5874, 3.9029, 2.5163)  -0.1765
C (-7.4455, 3.9586, 1.1441)  -0.2187
C (-6.6063, 4.4483, -0.1244)  -0.1870
C (-5.1843, 3.7433, -0.3106)  -0.1454
C (-5.1828, 2.4626, -1.2664)  -0.1847
O (-4.8898, 2.7855, -2.6599)  -0.0526
C (-5.9908, 3.4240, -3.2802)  -0.4423
C (-7.4650, 2.8005, -3.3414)  -0.0099
O (-5.8340, 4.5294, -3.8039)  0.0754
C (-3.7082, 3.2413, 3.9147)  -0.3036
O (-3.6574, 4.4642, 3.7813)  0.0917
O (-2.6246, 2.6792, 4.6839)  -0.0759
C (-2.6759, 1.2936, 4.3622)  -0.3420
O (-1.7262, 0.5925, 4.6846)  0.1101
H (4.4410, 0.2124, 2.3217)  0.0834
H (4.9218, 0.8471, 0.6848)  0.0882
H (3.4420, 1.5686, 1.6226)  0.0282
H (5.4009, 2.0213, 3.6230)  0.1073
H (6.5737, 1.7495, 2.2580)  0.1026
H (6.3157, 3.9269, 1.2490)  0.0912
H (5.7553, 4.3111, 2.9418)  0.1098
H (4.2542, 5.3070, 1.1694)  0.1154
H (3.7783, 3.6569, 0.5281)  0.0883
H (2.7600, 3.1516, 2.9652)  0.1094
H (3.1678, 4.9265, 3.4250)  0.1125
H (1.5870, 5.7713, 1.5033)  0.1114
H (0.7027, 4.6988, 2.7381)  0.1024
H (-0.0152, 3.2528, 0.9949)  0.1117
H (1.7664, 2.7677, 0.8872)  0.0684
H (0.4715, 5.1453, -0.8018)  0.1138
H (2.2625, 4.6731, -0.7721)  0.0983
H (-0.2539, 3.0408, -1.9168)  0.1029
H (1.1942, 3.7470, -2.8169)  0.0936
H (2.2349, 1.6552, -2.7337)  0.0731
H (2.5415, 1.9849, -0.9666)  0.0874
H (-0.3238, 0.8348, -1.3758)  0.0955
H (0.9081, -0.1496, -2.3116)  0.1003
H (1.8486, 0.4917, 0.5183)  0.0707
H (1.8497, -1.1553, -0.3151)  0.0789
H (-0.7193, 0.3525, 0.8491)  0.0891
H (0.3900, -0.7432, 1.9182)  0.1123
H (-0.2842, -2.3315, -0.4622)  0.0853
H (-0.6268, -2.7522, 1.2756)  0.1143
H (-2.8291, -2.8281, 0.2218)  0.1110
H (-2.4897, -1.4652, -0.9840)  0.1077
H (-4.2591, -0.7654, 0.5984)  0.1065
H (-2.8320, 0.2988, 0.9980)  0.0980
H (-2.3720, -1.2104, 3.0673)  0.1027
H (-3.6290, -2.4411, 2.5185)  0.1164
H (-4.9341, -1.0116, 4.2207)  0.1234
H (-5.4664, -0.3982, 2.5828)  0.1087
H (-6.9218, 1.8552, 3.4059)  0.1326
H (-6.2246, 1.8084, 1.6913)  0.1093
H (-5.6941, 4.5912, 2.3527)  0.1037
H (-7.2735, 4.2498, 3.3636)  0.1176
H (-7.9712, 2.9485, 0.9996)  0.1062
H (-8.2936, 4.7253, 1.2893)  0.1096
H (-7.2954, 4.3614, -1.0369)  0.1013
H (-6.4195, 5.5769, -0.0017)  0.1232
H (-4.4994, 4.5227, -0.8092)  0.1349
H (-4.6659, 3.4447, 0.6567)  0.1025
H (-6.1225, 1.8354, -1.1279)  0.1146
H (-4.3098, 1.7968, -0.9217)  0.1264
H (-7.6223, 2.2710, -4.3334)  0.0929
H (-8.2011, 3.6771, -3.2532)  0.0976
H (-7.7097, 2.0985, -2.4836)  0.0685
C (1.8187, -5.9172, -3.5150)  -0.1181
C (1.1350, -6.1711, -2.1776)  -0.2714
C (0.7143, -4.8856, -1.4644)  -0.1948
C (1.8637, -4.0820, -1.0378)  -0.2357
N (2.7582, -3.4445, -0.6992)  0.1534
H (2.7602, -5.3760, -3.3873)  0.0698
H (2.0449, -6.8663, -4.0077)  0.0547
H (1.1746, -5.3357, -4.1804)  0.0732
H (1.8009, -6.7591, -1.5373)  0.1112
H (0.2439, -6.7796, -2.3547)  0.0534
H (0.1214, -5.1484, -0.5832)  0.1193
H (0.0661, -4.2915, -2.1152)  0.1199
C (0.7991, -9.2098, -6.4327)  -0.1416
C (-0.6715, -9.0273, -6.7903)  -0.2643
C (-1.2255, -7.6643, -6.3717)  -0.1881
C (-1.2714, -7.5057, -4.9162)  -0.2002
N (-1.3064, -7.3786, -3.7739)  0.1665
H (0.9529, -9.1923, -5.3525)  0.0399
H (1.1594, -10.1711, -6.8033)  0.0640
H (1.4123, -8.4228, -6.8810)  0.0762
H (-1.2567, -9.8310, -6.3329)  0.1137
H (-0.7815, -9.1302, -7.8744)  0.1073
H (-2.2387, -7.5562, -6.7707)  0.1178
H (-0.6251, -6.8643, -6.8142)  0.1204
C (5.9940, 6.0068, -1.9278)  -0.1067
C (6.6497, 4.6317, -1.9587)  -0.2642
C (6.4098, 3.8806, -3.2697)  -0.1876
C (5.0019, 3.5201, -3.4541)  -0.1975
N (3.8968, 3.2367, -3.5972)  0.1805
H (4.9050, 5.9318, -1.9840)  0.0697
H (6.2441, 6.5217, -0.9972)  0.0719
H (6.3401, 6.6255, -2.7601)  0.0752
H (6.2879, 4.0402, -1.1120)  0.0915
H (7.7283, 4.7582, -1.8219)  0.1100
H (7.0111, 2.9665, -3.2681)  0.1187
H (6.7536, 4.4830, -4.1154)  0.1205
C (-0.1840, 3.7140, 9.3612)  -0.1110
C (-1.6772, 3.7252, 9.6649)  -0.2679
C (-2.4134, 2.5077, 9.1031)  -0.1803
C (-2.4293, 2.4929, 7.6371)  -0.0793
N (-2.4421, 2.4821, 6.4804)  0.1905
H (0.0059, 3.7733, 8.2867)  0.0750
H (0.3020, 4.5714, 9.8325)  0.0716
H (0.2875, 2.8052, 9.7445)  0.0757
H (-2.1182, 4.6475, 9.2747)  0.1130
H (-1.8105, 3.7427, 10.7512)  0.1065
H (-3.4453, 2.5199, 9.4673)  0.1169
H (-1.9568, 1.5876, 9.4791)  0.1214
C (5.1562, -7.6569, -3.1168)  -0.1070
C (5.8028, -9.0363, -3.1396)  -0.2635
C (5.5517, -9.7965, -4.4434)  -0.1901
C (4.1404, -10.1506, -4.6204)  -0.2002
N (3.0328, -10.4281, -4.7605)  0.1683
H (4.0670, -7.7251, -3.1672)  0.0501
H (5.4140, -7.1358, -2.1919)  0.0794
H (5.5022, -7.0472, -3.9558)  0.0812
H (5.4413, -9.6185, -2.2865)  0.1141
H (6.8826, -8.9159, -3.0090)  0.1087
H (6.1473, -10.7143, -4.4372)  0.1182
H (5.8956, -9.2028, -5.2953)  0.1210

As for the calculated total energy: -2607.01183 a.u. The HOMO-LUMO gap comes out at 8.66 eV. The value obtained for the LUMO energy is -0.21 eV.